# 1
{"formula": "C30H31BrF16NO4", "method": "wB97M-V/def2-TZVPD", "symbols": ["C", "C", "C", "O", "O", "C", "C", "C", "C", "C", "C", "C", "C", "Br", "C", "C", "C", "C", "F", "F", "C", "F", "F", "C", "F", "F", "C", "F", "F", "C", "F", "F", "C", "F", "F", "F", "C", "C", "C", "C", "C", "C", "C", "F", "F", "F", "N", "C", "C", "O", "C", "O", "H", "H", "H", "H", "H", "H", "H", "H", "H", "H", "H", "H", "H", "H", "H", "H", "H", "H", "H", "H", "H", "H", "H", "H", "H", "H", "H", "H", "H", "H", "H"], "coordinates": [[-0.8094, 3.4906, -4.8734], [-1.1011, 3.9432, -3.6456], [-1.3624, 3.0525, -2.4882], [-2.4454, 2.8954, -2.0145], [-0.2690, 2.4446, -1.9717], [-0.1956, 1.0403, -2.2656], [0.1699, 0.2614, -1.0034], [1.4512, -0.5677, -1.1436], [1.1789, -1.9378, -1.8084], [1.8423, -3.1376, -1.1256], [0.9738, -3.8541, -0.0495], [0.0913, -2.9467, 0.7601], [0.6488, -2.0779, 1.7077], [2.5101, -2.1696, 2.0573], [-0.1197, -1.1689, 2.4470], [0.4963, -0.2031, 3.4179], [1.4393, 0.8040, 2.7081], [0.9838, 2.2307, 2.8800], [0.7011, 2.4248, 4.2027], [-0.1619, 2.4663, 2.2073], [2.0668, 3.3032, 2.5609], [1.6338, 4.4877, 3.0150], [3.1721, 2.9512, 3.2390], [2.3408, 3.4749, 1.0458], [2.4625, 2.2701, 0.4375], [1.2336, 4.0389, 0.5377], [3.5627, 4.3880, 0.6687], [3.1034, 5.4059, -0.0784], [4.1233, 4.9350, 1.7529], [4.6456, 3.6990, -0.2208], [5.5663, 4.6560, -0.4357], [4.1332, 3.3706, -1.4101], [5.3991, 2.4813, 0.4119], [5.3625, 2.5186, 1.7349], [6.6712, 2.5240, 0.0307], [4.9006, 1.3278, -0.0267], [-1.5149, -1.1764, 2.2141], [-2.3259, -0.1902, 2.9845], [-2.9013, -0.4838, 4.1558], [-2.0709, -2.0807, 1.2954], [-3.5564, -2.0628, 1.0748], [-3.9546, -1.2996, -0.2348], [-4.6713, -0.0084, 0.0589], [-5.6760, -0.1688, 0.9242], [-3.8301, 0.9220, 0.5296], [-5.1940, 0.4765, -1.0777], [-1.2690, -2.9434, 0.5998], [-1.8898, -3.9121, -0.3288], [-2.0399, -3.4339, -1.7717], [-1.1052, -4.1918, -2.5528], [-1.4721, -4.4667, -3.8278], [-0.7874, -5.1252, -4.5122], [-1.3079, 2.6217, -5.2880], [-0.1055, 4.0264, -5.4943], [-1.1914, 5.0137, -3.4988], [0.5294, 0.9014, -3.0684], [-1.1604, 0.7221, -2.6603], [-0.6790, -0.3897, -0.7762], [0.2393, 0.9945, -0.2030], [2.1100, 0.0048, -1.7946], [1.9635, -0.6479, -0.1910], [1.5790, -1.8841, -2.8187], [0.1081, -2.0603, -1.9262], [2.8141, -2.8382, -0.7485], [2.0283, -3.8847, -1.8927], [0.4391, -4.6416, -0.5578], [1.6552, -4.3457, 0.6411], [-0.2525, 0.3085, 4.0008], [1.0804, -0.7972, 4.1201], [2.4569, 0.6479, 3.0400], [1.4450, 0.5717, 1.6477], [-2.4658, 0.8069, 2.5827], [-3.3601, -1.4409, 4.3742], [-2.9642, 0.2812, 4.9180], [-4.0542, -1.5719, 1.8995], [-3.9671, -3.0649, 1.0334], [-3.0425, -1.0475, -0.7656], [-4.5710, -1.9282, -0.8671], [-1.3386, -4.8378, -0.3217], [-2.8709, -4.1749, 0.0399], [-1.7986, -2.3782, -1.8706], [-3.0426, -3.5988, -2.1580], [-2.4168, -4.0458, -4.1892]], "smiles": "C=CC(=O)OCCCCCCc1c(Br)c(CCC(F)(F)C(F)(F)C(F)(F)C(F)(F)C(F)(F)C(F)(F)F)c(C=C)c(CCC(F)(F)F)[n+]1CCOC=O", "spin_multiplicity": 1, "largest_force_ev_per_a": 1.6, "total_charge": 1}

# 2
{"formula": "C4H9N3", "method": "wB97M-V/def2-TZVPD", "symbols": ["C", "C", "C", "C", "N", "N", "N", "H", "H", "H", "H", "H", "H", "H", "H", "H"], "coordinates": [[-1.9890, -0.0730, 0.1239], [2.0957, -1.4995, 0.1322], [1.1136, -0.7644, -0.3159], [0.7060, 1.7428, -0.1645], [-0.8902, 0.0422, 0.5216], [-3.1146, -0.4879, -0.1980], [0.4322, 0.3758, 0.4361], [2.4670, -2.1357, -0.7089], [2.3984, -1.3982, 1.0839], [0.7918, -0.7076, -1.3914], [0.5915, 1.6227, -1.1852], [0.0072, 2.3681, 0.3156], [1.5688, 1.9629, 0.2708], [-3.2594, -1.0497, -0.9957], [-3.8843, -0.3437, 0.4485], [0.9654, 0.3453, 1.6271]], "relative_energy_ev": 5.117, "spin_multiplicity": 1, "largest_force_ev_per_a": 5.2, "total_charge": 2}

So what do the calculations give for E? Going down the list: -5689.04146, -321.21238 Eh.
So what do the calculations give for E_LUMO? Going down the list: -4.022, -9.416 eV.
So what do the calculations give for gap between HOMO and LUMO? Going down the list: 7.3, 10.4 eV.